Entry 1:
This record from the OMol25 dataset describes H9OPSi3 in the gas phase. The level of theory is ωB97M-V with the def2-TZVPD basis set.

Results
Energy above the lowest of the compared OMol25 structures with the same formula, charge and spin ... 0.000 eV
HOMO energy ... -9.589 eV
SMILES string ... [SiH3]O[SiH2]P[SiH3]
Net charge ... 0

Last column: Löwdin charge in e.
CARTESIAN COORDINATES (ANGSTROEM)
Si (0.2170, -2.8915, 0.0997)  0.45
O (0.0494, -1.3258, 0.2559)  -0.62
Si (0.3345, -0.0191, 1.2313)  0.19
P (-0.4538, 1.9770, 0.6956)  0.36
Si (-0.0708, 2.5920, -1.3715)  0.27
H (1.3494, -3.2089, -0.8602)  -0.06
H (-1.1050, -3.3253, -0.7652)  -0.05
H (-0.0187, -3.4316, 1.5686)  -0.03
H (1.9248, -0.0168, 1.5010)  -0.02
H (-0.3387, -0.3086, 2.4030)  -0.09
H (-1.9624, 1.4822, 0.6902)  -0.06
H (-0.2626, 1.6920, -2.6155)  -0.09
H (1.2734, 2.9815, -1.2499)  -0.15
H (-0.9365, 3.8029, -1.5829)  -0.11



Entry 2:
This record from the OMol25 dataset describes 2 unconnected molecules or ions with the total composition HI3OP. The level of theory is ωB97M-V with the def2-TZVPD basis set.

Results
Energy above the lowest of the compared OMol25 structures with the same formula, charge and spin ... 4.767 eV
HOMO energy (alpha / beta) ... -14.258 / -14.260 eV
Net charge ... +1

Last column: Löwdin charge in e.
CARTESIAN COORDINATES (ANGSTROEM)
O (-0.3055, 0.1600, 2.1271)  -0.19
P (0.1876, 0.0855, -0.5870)  -0.54
I (1.2138, -1.9833, -1.0736)  0.58
I (1.6422, 1.8756, -0.9658)  0.61
I (-1.8289, 0.3985, -1.9723)  0.52
H (-0.9092, -0.5363, 2.4715)  0.01



Entry 3:
This record from the OMol25 dataset describes a molecular structure, HIN3P3. The level of theory is ωB97M-V with the def2-TZVPD basis set.

Results
Energy above the lowest of the compared OMol25 structures with the same formula, charge and spin ... 2.817 eV
HOMO energy ... -8.862 eV
Net charge ... 0

Last column: Löwdin charge in e.
CARTESIAN COORDINATES (ANGSTROEM)
N (-1.5395, 0.5465, 0.5304)  -0.75
N (-0.7444, -1.7393, -0.3635)  -0.66
N (1.3262, -0.4103, -0.4086)  -0.87
P (-1.2173, 2.0687, 0.3679)  0.75
P (-1.7937, -1.0983, 0.6171)  0.69
P (0.6295, -1.5470, -1.2228)  0.50
I (3.3750, -0.0284, -0.9275)  0.45
H (-0.0359, 2.2081, 1.4070)  -0.10



Entry 4:
This record from the OMol25 dataset describes HIN4 in the gas phase. The level of theory is ωB97M-V with the def2-TZVPD basis set.

Results
Energy above the lowest of the compared OMol25 structures with the same formula, charge and spin ... 3.769 eV
HOMO energy ... -9.038 eV
SMILES string ... [H]/N=N/N=N\I
Net charge ... 0

Last column: Löwdin charge in e.
CARTESIAN COORDINATES (ANGSTROEM)
H (-2.3518, -0.7533, 0.0370)  0.07
N (-1.5949, -0.3479, -0.5151)  0.11
N (-0.6542, 0.0549, 0.1545)  -0.12
N (0.2661, 0.7972, 0.1064)  -0.15
N (1.5754, 0.9584, 0.1583)  -0.50
I (2.7594, -0.7092, 0.0590)  0.59



Entry 5:
This record from the OMol25 dataset describes HIS2 in the gas phase. The level of theory is ωB97M-V with the def2-TZVPD basis set.

Results
Energy above the lowest of the compared OMol25 structures with the same formula, charge and spin ... 2.917 eV
HOMO energy (alpha / beta) ... -9.072 / -9.028 eV
Net charge ... 0

Last column: Löwdin charge in e.
CARTESIAN COORDINATES (ANGSTROEM)
S (0.0350, 1.8502, 0.2822)  0.21
S (-1.0273, -2.9001, 0.2789)  -0.27
I (-0.2299, -0.8944, -0.6013)  0.47
H (1.2223, 1.9443, 0.0402)  -0.41



Entry 6:
This record from the OMol25 dataset describes a gas-phase ion, HN2O (charge +1). The level of theory is ωB97M-V with the def2-TZVPD basis set.

Results
Energy above the lowest of the compared OMol25 structures with the same formula, charge and spin ... 0.292 eV
HOMO energy ... -20.459 eV
SMILES string ... N=[N+]=O
Net charge ... +1

Last column: Löwdin charge in e.
CARTESIAN COORDINATES (ANGSTROEM)
N (-0.6206, 0.2070, 0.3433)  0.42
N (0.5108, -0.0748, 0.0268)  -0.03
O (1.5169, -0.4380, -0.1556)  0.45
H (-1.4071, 0.3058, -0.2145)  0.16



Entry 7:
This record from the OMol25 dataset describes 2 unconnected molecules or ions with the total composition HN2O3. The level of theory is ωB97M-V with the def2-TZVPD basis set.

Results
Energy above the lowest of the compared OMol25 structures with the same formula, charge and spin ... 2.398 eV
HOMO energy (alpha / beta) ... -3.592 / -3.586 eV
Net charge ... -1

Last column: Löwdin charge in e.
CARTESIAN COORDINATES (ANGSTROEM)
N (1.2925, -0.0704, -0.1287)  -0.13
N (0.3152, -0.7583, -0.1929)  -0.13
O (0.2231, -1.9108, -0.4847)  -0.05
O (-1.8689, 0.4267, 0.0997)  -0.45
O (1.5918, 1.0629, 0.2230)  -0.09
H (-1.5536, 1.2498, 0.4836)  -0.15



Entry 8:
This record from the OMol25 dataset describes a gas-phase ion, HN2O3S (charge -1). The level of theory is ωB97M-V with the def2-TZVPD basis set.

Results
Energy above the lowest of the compared OMol25 structures with the same formula, charge and spin ... 4.461 eV
HOMO energy ... -4.831 eV
Net charge ... -1

Last column: Löwdin charge in e.
CARTESIAN COORDINATES (ANGSTROEM)
N (1.2913, -0.3879, -0.0427)  0.07
N (0.1678, -0.8161, -0.1926)  -0.37
O (-0.0499, -2.3748, -0.0585)  -0.36
O (-0.4449, 1.5133, -0.9057)  -0.55
O (-0.9877, 0.8705, 1.4290)  -0.52
S (-1.1604, 0.5788, -0.0031)  0.71
H (1.1839, 0.6163, -0.2265)  0.02



Entry 9:
This record from the OMol25 dataset describes a gas-phase ion, HN2O4S (charge -1). The level of theory is ωB97M-V with the def2-TZVPD basis set.

Results
Energy above the lowest of the compared OMol25 structures with the same formula, charge and spin ... 1.500 eV
HOMO energy ... -4.888 eV
Net charge ... -1

Last column: Löwdin charge in e.
CARTESIAN COORDINATES (ANGSTROEM)
N (-0.0094, -0.5847, 0.4188)  -0.11
N (-0.5947, -0.9495, -0.7880)  -0.57
O (0.1755, -1.5044, -1.5408)  -0.03
O (-0.2244, 1.9397, -0.1858)  -0.52
O (-1.7256, -0.6901, -1.0938)  0.01
O (1.3407, 1.2627, 1.6302)  -0.56
S (-0.0391, 1.3002, 1.0937)  0.66
H (1.0771, -0.7741, 0.4658)  0.11



Entry 10:
This record from the OMol25 dataset describes 2 unconnected molecules or ions with the total composition HN2O4S2. The level of theory is ωB97M-V with the def2-TZVPD basis set.

Results
Energy above the lowest of the compared OMol25 structures with the same formula, charge and spin ... 0.102 eV
HOMO energy ... -4.273 eV
Net charge ... -1

Last column: Löwdin charge in e.
CARTESIAN COORDINATES (ANGSTROEM)
N (1.1084, -1.9359, -0.1911)  -0.35
N (0.5086, -2.8660, -0.2581)  0.22
O (-0.2743, 0.1741, -1.2733)  -0.43
O (1.8143, -1.0356, -0.1224)  0.04
O (-1.5636, 1.7755, 0.0804)  -0.29
O (-0.4322, -0.0959, 1.1470)  -0.44
S (1.2575, 2.0543, 0.2781)  0.17
S (-0.2066, 0.8133, 0.0324)  0.06
H (-2.2121, 1.1163, 0.3069)  0.03



Entry 11:
This record from the OMol25 dataset describes 2 unconnected molecules or ions with the total composition HN2O6S. The level of theory is ωB97M-V with the def2-TZVPD basis set.

Results
Energy above the lowest of the compared OMol25 structures with the same formula, charge and spin ... 0.000 eV
HOMO energy (alpha / beta) ... -4.075 / -5.278 eV
2S+1 ... 3
Net charge ... -1

Last column: Löwdin charge in e.
CARTESIAN COORDINATES (ANGSTROEM)
N (0.7265, -0.9297, -0.7340)  -0.16
N (1.4035, -1.7723, -0.3212)  -0.07
O (-0.8304, 2.0840, 1.6700)  -0.34
O (-0.2134, -0.8625, -1.4609)  0.05
O (2.3950, -2.0883, 0.3441)  0.06
O (0.6401, 1.1140, -0.0705)  -0.39
O (-1.7033, 1.0923, -0.4134)  -0.24
O (-0.6760, -0.3198, 1.3954)  -0.35
S (-0.5891, 0.9895, 0.7755)  0.38
H (-1.1529, 0.6928, -1.1848)  0.07



Entry 12:
This record from the OMol25 dataset describes HN3 in the gas phase. The level of theory is ωB97M-V with the def2-TZVPD basis set.

Results
Energy above the lowest of the compared OMol25 structures with the same formula, charge and spin ... 0.443 eV
HOMO energy ... -10.270 eV
Net charge ... 0

Last column: Löwdin charge in e.
CARTESIAN COORDINATES (ANGSTROEM)
N (-0.6572, 1.6728, -1.9628)  0.19
N (-0.4904, 1.1792, -0.9908)  -0.35
N (-0.0822, 0.5963, -0.0805)  0.12
H (-0.7277, 0.2158, 0.4878)  0.04



Entry 13:
This record from the OMol25 dataset describes 2 unconnected molecules or ions with the total composition HN3O. The level of theory is ωB97M-V with the def2-TZVPD basis set.

Results
Energy above the lowest of the compared OMol25 structures with the same formula, charge and spin ... 0.188 eV
HOMO energy ... -9.504 eV
SMILES string ... N#N.N=O
Net charge ... 0

Last column: Löwdin charge in e.
CARTESIAN COORDINATES (ANGSTROEM)
N (-2.2029, 0.2049, 0.0742)  0.07
N (-1.1754, 0.6073, 0.0159)  0.01
N (1.0486, -0.1736, -0.4504)  -0.07
O (1.1095, -1.2513, 0.0614)  -0.08
H (1.2201, 0.6126, 0.2988)  0.06



Entry 14:
This record from the OMol25 dataset describes a molecular structure, HN3O. The level of theory is ωB97M-V with the def2-TZVPD basis set.

Results
Energy above the lowest of the compared OMol25 structures with the same formula, charge and spin ... 5.110 eV
HOMO energy (alpha / beta) ... -11.045 / -11.045 eV
Net charge ... 0

Last column: Löwdin charge in e.
CARTESIAN COORDINATES (ANGSTROEM)
N (-1.2196, 1.6556, -0.2704)  0.25
N (-0.3997, 0.8604, -0.1148)  -0.24
N (0.5464, 0.2093, 0.1569)  0.14
O (0.4375, -1.6226, -0.2299)  0.03
H (0.6354, -1.1027, 0.4583)  -0.18



Entry 15:
This record from the OMol25 dataset describes 2 unconnected molecules or ions with the total composition HN4O2. The level of theory is ωB97M-V with the def2-TZVPD basis set.

Results
Energy above the lowest of the compared OMol25 structures with the same formula, charge and spin ... 0.000 eV
HOMO energy ... -18.461 eV
Net charge ... +1

Last column: Löwdin charge in e.
CARTESIAN COORDINATES (ANGSTROEM)
N (-2.0868, 0.0073, -2.2524)  0.06
N (-1.9702, -0.1118, -1.1735)  0.01
N (0.5748, 0.0469, 0.5783)  0.17
N (0.7297, -0.3264, 1.6347)  0.05
O (1.3327, 0.5424, -0.3615)  0.23
O (0.5973, -0.6931, 2.6982)  0.38
H (0.8224, 0.5347, -1.1237)  0.11



Entry 16:
This record from the OMol25 dataset describes HNO2S in the gas phase. The level of theory is ωB97M-V with the def2-TZVPD basis set.

Results
Energy above the lowest of the compared OMol25 structures with the same formula, charge and spin ... 1.760 eV
HOMO energy ... -10.926 eV
SMILES string ... N#S(=O)O
Net charge ... 0

Last column: Löwdin charge in e.
CARTESIAN COORDINATES (ANGSTROEM)
N (1.7884, -0.2424, 2.4384)  -0.23
S (1.2441, -0.0913, 1.1471)  0.67
O (2.0308, 0.5063, 0.1424)  -0.33
O (-0.2368, -0.4387, 0.5619)  -0.19
H (-0.3742, -0.0176, -0.2921)  0.08



Entry 17:
This record from the OMol25 dataset describes HNO3S in the gas phase. The level of theory is ωB97M-V with the def2-TZVPD basis set.

Results
Energy above the lowest of the compared OMol25 structures with the same formula, charge and spin ... 2.367 eV
HOMO energy (alpha / beta) ... -9.303 / -9.301 eV
SMILES string ... O=NOSO
Net charge ... 0

Last column: Löwdin charge in e.
CARTESIAN COORDINATES (ANGSTROEM)
O (2.7964, -0.3477, -0.1555)  0.07
N (1.7419, -0.7893, 0.0662)  -0.18
O (0.5988, -0.2246, 0.0183)  -0.34
S (-0.7682, 1.2495, -0.0015)  0.87
O (-1.8074, 0.0845, 0.3722)  -0.51
H (-2.5615, 0.0276, -0.2995)  0.09



Entry 18:
This record from the OMol25 dataset describes HNO3S in the gas phase. The level of theory is ωB97M-V with the def2-TZVPD basis set.

Results
Energy above the lowest of the compared OMol25 structures with the same formula, charge and spin ... 1.184 eV
HOMO energy (alpha / beta) ... -11.017 / -10.617 eV
SMILES string ... O=S(=O)=NO
Net charge ... 0

Last column: Löwdin charge in e.
CARTESIAN COORDINATES (ANGSTROEM)
O (2.0876, 0.2504, 0.4172)  -0.33
S (0.8786, -0.2184, -0.2107)  0.80
O (0.3309, -1.5453, -0.0062)  -0.32
N (-0.1756, 1.0077, -0.0005)  -0.17
O (-1.3997, 0.6038, -0.3823)  -0.08
H (-1.7218, -0.0983, 0.1825)  0.10



Entry 19:
This record from the OMol25 dataset describes 2 unconnected molecules or ions with the total composition HNO3S. The level of theory is ωB97M-V with the def2-TZVPD basis set.

Results
Energy above the lowest of the compared OMol25 structures with the same formula, charge and spin ... 2.276 eV
HOMO energy (alpha / beta) ... -9.590 / -9.192 eV
Net charge ... 0

Last column: Löwdin charge in e.
CARTESIAN COORDINATES (ANGSTROEM)
N (1.0705, 0.2346, 0.5554)  -0.26
O (0.8251, -0.2534, 1.5861)  0.12
O (2.0522, 0.6331, 0.0209)  0.11
O (-1.0710, 0.2106, -0.5403)  -0.68
S (-2.2140, -0.8920, -0.1302)  0.61
H (-0.6628, 0.0671, -1.4919)  0.10



Entry 20:
This record from the OMol25 dataset describes 2 unconnected molecules or ions with the total composition HNO4P. The level of theory is ωB97M-V with the def2-TZVPD basis set.

Results
Energy above the lowest of the compared OMol25 structures with the same formula, charge and spin ... 0.098 eV
HOMO energy ... -5.351 eV
Net charge ... -1

Last column: Löwdin charge in e.
CARTESIAN COORDINATES (ANGSTROEM)
N (0.5383, -0.8093, 2.0116)  0.01
O (1.7649, -0.0910, -1.0419)  -0.41
O (0.9467, -0.5724, -3.4637)  -0.42
O (-0.3699, -1.5407, -1.4772)  -0.39
O (0.1593, 0.3718, 2.0318)  -0.13
P (0.7161, -0.6510, -1.9584)  0.28
H (0.9921, -0.9113, 1.0005)  0.06